(1)
Formula: C3H10N2O7PS2
Source: OMol25
Level of theory: ωB97M-V/def2-TZVPD

The geometry in XYZ format:
```
25
Properties=species:S:1:pos:R:3
C 3.52 1.18 0.56
C 2.31 0.33 -0.15
O 2.40 -1.13 -0.01
C 1.14 -1.74 0.43
S -0.19 -1.83 -0.91
O 0.29 -2.95 -1.90
O -1.53 -2.36 -0.30
N -0.36 -0.38 -1.86
S -1.90 0.41 -1.63
O -3.07 -0.25 -2.45
O -1.75 1.85 -2.25
P -2.43 0.75 0.45
N -3.55 -0.34 0.96
O -1.05 0.62 1.51
O -3.08 2.35 0.60
H 4.35 1.37 -0.27
H 3.07 2.26 0.80
H 3.98 0.67 1.51
H 1.24 0.70 0.22
H 2.33 0.56 -1.32
H 0.75 -1.25 1.45
H 1.39 -2.87 0.71
H -3.15 -0.85 1.79
H -1.33 0.28 2.42
H -3.38 2.60 -0.34
```

Values from the calculation:
* spin multiplicity: 1
* total charge: -1
* E_HOMO: -5.69 eV
* total energy: -51541.141 eV
* frontier orbital gap: 8.084 eV
* structure (SMILES): CCOCS(=O)(=O)N=[S@](=O)([O-])P(=N)(O)O

***

(2)
Formula: C26H72N5O10
Source: OMol25
Level of theory: ωB97M-V/def2-TZVPD

The geometry in XYZ format:
```
113
Properties=species:S:1:pos:R:3
N -0.57 1.21 -0.35
H 0.20 0.78 0.13
H -1.21 0.78 -0.73
H -0.20 1.73 -1.03
H -0.88 1.83 0.08
C -2.89 2.94 2.57
O -2.99 2.48 1.25
H -2.17 3.74 2.85
H -3.08 2.33 3.40
H -3.73 3.59 2.75
H -3.93 2.07 1.12
C -3.54 1.96 -3.22
O -2.85 2.59 -2.15
H -2.87 1.18 -3.87
H -4.21 2.56 -3.80
H -4.37 1.34 -2.79
H -2.97 3.47 -2.39
C -2.96 -6.71 3.36
O -3.00 -5.26 3.60
C -3.05 -4.70 2.41
C -3.38 -3.22 2.89
N -3.68 -2.46 1.70
C -4.04 -1.10 2.08
C -4.62 -0.34 0.82
O -5.35 0.79 1.25
C -5.91 1.48 0.12
H -2.80 -7.11 4.31
H -2.18 -7.34 2.89
H -3.82 -7.12 2.92
H -3.82 -5.05 1.70
H -2.11 -4.81 2.16
H -2.48 -2.94 3.56
H -4.16 -3.37 3.50
H -4.41 -3.07 1.40
H -3.20 -0.61 2.36
H -4.69 -1.08 2.95
H -5.42 -0.89 0.33
H -3.76 0.12 0.28
H -6.39 0.95 -0.66
H -5.12 2.01 -0.62
H -6.51 2.18 0.72
C -2.58 -4.24 -2.90
O -2.42 -2.88 -2.92
C -2.28 -2.25 -1.68
C -0.97 -2.49 -0.94
N -1.01 -1.57 0.22
C 0.21 -1.88 1.06
C 0.24 -1.16 2.44
O 0.46 0.18 2.21
C 0.26 0.91 3.53
H -1.99 -4.64 -2.04
H -2.09 -4.69 -3.72
H -3.54 -4.55 -2.90
H -3.18 -2.42 -1.17
H -2.47 -1.33 -2.07
H -0.18 -2.24 -1.65
H -1.01 -3.56 -0.77
H -1.90 -1.87 0.53
H 1.18 -1.48 0.46
H 0.29 -2.99 1.23
H 0.78 -1.69 2.85
H -0.59 -1.16 2.97
H 1.19 0.81 4.09
H -0.47 0.46 4.11
H -0.09 1.98 3.24
C 0.52 4.51 -0.80
O 1.29 3.41 -0.34
C 2.06 3.59 0.97
C 3.02 2.40 1.29
N 3.47 2.35 2.60
C 4.26 1.05 2.79
C 5.59 1.17 2.10
O 6.42 0.08 2.37
C 7.72 0.40 1.82
H 0.00 4.41 -1.76
H 1.31 5.19 -0.90
H -0.28 4.87 -0.21
H 1.69 3.57 1.96
H 2.43 4.45 1.15
H 3.93 2.34 0.57
H 2.36 1.56 1.20
H 4.13 3.07 2.96
H 3.54 0.27 2.67
H 4.54 1.22 3.89
H 5.99 1.95 2.20
H 5.31 1.09 1.02
H 8.36 -0.50 1.82
H 8.25 0.92 2.56
H 7.75 0.68 0.96
C 1.49 2.22 -7.14
O 1.11 2.26 -5.77
C 1.81 1.39 -4.87
C 1.34 1.60 -3.44
N 1.78 0.53 -2.48
C 3.12 0.77 -2.20
C 3.53 -0.53 -1.38
O 4.97 -0.55 -1.22
C 5.50 -1.59 -0.30
H 1.37 1.28 -7.69
H 2.42 2.50 -7.38
H 0.94 2.99 -7.85
H 2.98 1.56 -4.89
H 1.70 0.41 -5.35
H 0.30 1.59 -3.41
H 1.43 2.64 -3.11
H 1.71 -0.40 -3.00
H 3.03 1.71 -1.83
H 3.78 0.83 -2.85
H 3.29 -1.35 -1.91
H 3.11 -0.43 -0.38
H 5.11 -1.59 0.73
H 6.58 -1.49 -0.39
H 5.23 -2.57 -0.82
```

Values from the calculation:
* spin multiplicity: 1
* total charge: +1
* E_HOMO: -10.86 eV
* total energy: -56025.961 eV
* frontier orbital gap: 9.278 eV

***

(3)
Formula: C28H34Cl2N13O5STi
Source: OMol25
Level of theory: ωB97M-V/def2-TZVPD

The geometry in XYZ format:
```
84
Properties=species:S:1:pos:R:3
Ti 0.15 0.24 0.63
C 0.25 0.46 6.76
C 0.31 1.82 6.07
N -0.89 2.07 5.29
C -0.93 2.15 3.96
S -2.53 2.64 3.30
N 0.08 1.87 3.23
N 0.25 2.05 1.91
C 0.84 3.14 1.51
C 1.26 4.24 2.43
C 1.02 3.28 0.07
C 1.90 4.20 -0.50
C 1.93 4.35 -1.87
C 1.05 3.60 -2.63
C 0.23 2.68 -1.99
N 0.24 2.48 -0.68
H 1.12 0.35 7.40
H -0.64 0.38 7.38
H 0.25 -0.33 6.02
H 0.41 2.62 6.81
H 1.15 1.85 5.38
H -1.75 2.18 5.79
H 0.67 4.24 3.34
H 2.31 4.09 2.71
H 1.17 5.21 1.95
H 2.56 4.78 0.13
H 2.61 5.05 -2.33
H 0.99 3.72 -3.70
H -0.49 2.09 -2.55
N -2.31 2.24 1.67
N -3.22 -0.44 1.75
C -2.25 -0.88 2.47
N -2.36 -1.75 3.49
N -1.01 -0.36 2.14
N 0.05 -0.64 2.80
O 1.11 -0.36 2.18
O 0.10 -1.03 3.93
H -2.59 3.00 1.06
H -2.81 1.36 1.44
H -4.12 -0.83 2.02
H -3.21 -2.28 3.59
H -1.52 -2.12 3.92
Cl 0.69 -0.31 -2.50
C 2.28 -0.54 -3.19
C 2.89 0.52 -3.82
C 4.17 0.38 -4.33
C 4.84 -0.82 -4.18
C 4.23 -1.87 -3.55
Cl 5.08 -3.37 -3.36
C 2.92 -1.78 -3.04
N 2.34 -2.83 -2.37
C 1.00 -3.23 -2.60
C 0.45 -3.08 -3.87
C -0.86 -3.44 -4.11
C -1.63 -3.96 -3.08
C -1.08 -4.13 -1.83
C 0.24 -3.76 -1.57
C 0.77 -3.85 -0.17
C 0.29 -2.65 0.65
O -0.05 -2.78 1.82
O 0.24 -1.53 0.02
H 2.36 1.46 -3.91
H 4.65 1.21 -4.83
H 5.84 -0.94 -4.57
H 2.98 -3.58 -2.14
H 1.06 -2.69 -4.67
H -1.28 -3.33 -5.10
H -2.65 -4.26 -3.26
H -1.67 -4.55 -1.02
H 0.42 -4.75 0.34
H 1.86 -3.83 -0.15
C -3.10 -0.54 -3.46
N -3.25 -0.58 -2.02
C -4.52 -1.00 -1.48
C -2.33 -0.10 -1.25
N -1.51 0.37 -0.59
H -3.64 0.31 -3.88
H -3.51 -1.46 -3.88
H -2.05 -0.47 -3.73
H -5.31 -0.31 -1.79
H -4.46 -1.02 -0.39
H -4.76 -2.00 -1.84
O 2.83 1.09 0.48
N 1.86 0.61 -0.02
```

Values from the calculation:
* spin multiplicity: 3
* total charge: +1
* E_HOMO (alpha / beta): -10.15 / -10.16 eV
* total energy: -118183.504 eV
* frontier orbital gap (alpha / beta): 7.147 / 6.614 eV
* ⟨S²⟩: 2.01